Density functional theory data (ωB97M-V with the def2-TZVPD basis set) for a 8-piece molecular cluster, C27H45N8O12 overall.

Element x y z (Å)
N  28.914  44.002  19.196
O  30.096  44.098  19.021
O  28.129  44.200  18.202
O  28.413  43.767  20.329
C  23.211  45.574  22.240
C  22.640  44.873  23.396
C  23.603  43.923  24.224
C  25.122  43.810  23.774
C  25.649  44.682  22.590
C  24.571  45.470  21.876
N  26.110  43.127  24.538
O  27.354  43.548  24.328
O  25.779  42.597  25.650
H  22.509  46.061  21.651
H  21.608  44.796  23.784
H  23.177  43.496  25.074
H  26.478  44.390  22.390
H  25.036  45.997  20.963
C  31.612  47.657  21.754
C  31.751  46.166  21.818
C  32.075  45.534  23.171
C  32.088  46.453  24.383
C  32.057  47.998  24.256
C  31.742  48.571  22.869
N  32.420  45.779  25.692
O  32.818  46.628  26.591
O  32.065  44.664  25.755
H  31.432  48.068  20.912
H  31.519  45.680  20.891
H  32.170  44.517  23.334
H  31.977  48.693  25.274
H  31.695  49.606  22.759
C  32.650  45.981  14.488
O  33.136  46.095  13.310
N  32.914  45.004  15.292
C  32.354  44.897  16.657
C  33.908  44.007  14.981
H  32.016  46.881  14.939
H  32.919  45.308  17.435
H  32.198  43.994  17.015
H  31.348  45.253  16.636
H  33.494  42.944  15.040
H  34.969  44.293  15.541
H  34.499  43.869  13.996
C  31.620  41.810  22.018
O  32.701  41.543  21.575
N  31.322  42.161  23.258
C  30.062  42.617  23.782
C  32.368  41.837  24.320
H  30.872  42.057  21.078
H  29.656  43.151  23.009
H  30.163  43.216  24.546
H  29.348  41.890  24.095
H  31.864  41.543  25.100
H  32.874  42.744  24.487
H  33.105  40.944  24.265
C  29.381  40.381  18.243
O  30.130  40.207  19.175
N  28.693  39.368  17.635
C  27.552  39.757  16.802
C  29.097  38.022  17.991
H  29.151  41.381  17.992
H  27.767  40.655  16.175
H  26.706  39.864  17.034
H  27.464  39.110  16.017
H  28.818  37.378  17.125
H  28.520  37.773  18.970
H  30.110  37.680  18.392
C  29.064  49.035  15.627
O  29.670  49.258  16.683
N  28.214  47.944  15.436
C  27.337  47.763  14.256
C  28.116  46.818  16.342
H  29.024  49.710  14.763
H  26.935  48.664  13.997
H  26.432  47.266  14.693
H  27.947  47.432  13.419
H  28.741  47.051  17.270
H  28.180  45.848  15.933
H  27.073  47.041  16.570
C  27.127  49.125  20.433
O  26.637  50.267  20.679
N  27.233  48.141  21.323
C  28.056  46.965  21.085
C  26.593  48.408  22.621
H  27.417  48.830  19.408
H  28.575  46.847  22.007
H  29.057  47.120  20.388
H  27.230  46.164  20.673
H  25.667  48.970  22.619
H  27.289  48.951  23.495
H  26.281  47.525  23.130

Frontier orbital gap ... 5.86 eV
Charge ... -1
Energy above the lowest of the compared OMol25 structures with the same formula, charge and spin ... 150.1 kJ/mol
LUMO ... 0.13 eV

Density functional theory data (ωB97M-V with the def2-TZVPD basis set) for one molecule with the formula C17H19NO3S.

Element x y z (Å)
C  -0.124  0.748  7.638
O  -0.798  -0.074  6.716
C  -0.597  0.135  5.388
C  0.231  1.113  4.847
C  0.360  1.228  3.474
C  -0.332  0.388  2.608
C  -0.194  0.526  1.152
C  -1.307  0.395  0.319
C  -1.181  0.529  -1.050
C  0.062  0.792  -1.594
S  0.194  0.941  -3.369
O  -0.818  1.836  -3.850
O  1.563  1.227  -3.711
N  -0.268  -0.623  -3.809
C  -0.836  -0.746  -5.144
C  0.265  -1.330  -6.055
C  1.472  -1.517  -5.127
C  0.836  -1.561  -3.736
C  1.178  0.926  -0.792
C  1.050  0.794  0.579
C  -1.164  -0.587  3.161
C  -1.291  -0.717  4.525
H  -0.408  1.799  7.522
H  0.962  0.651  7.545
H  -0.433  0.400  8.623
H  0.777  1.793  5.482
H  0.992  2.005  3.072
H  -2.277  0.210  0.755
H  -2.028  0.444  -1.710
H  -1.178  0.240  -5.457
H  -1.699  -1.415  -5.087
H  -0.057  -2.286  -6.468
H  0.497  -0.660  -6.880
H  2.043  -2.416  -5.353
H  2.129  -0.650  -5.179
H  1.516  -1.257  -2.942
H  0.432  -2.553  -3.511
H  2.130  1.134  -1.256
H  1.921  0.880  1.210
H  -1.696  -1.266  2.511
H  -1.925  -1.475  4.956

SMILES string ... COc1ccc(-c2ccc(S(=O)(=O)N3CCCC3)cc2)cc1
Frontier orbital gap ... 8.87 eV
Energy above the lowest of the compared OMol25 structures with the same formula, charge and spin ... 176.6 kJ/mol
LUMO ... 0.49 eV

Density functional theory data (ωB97M-V with the def2-TZVPD basis set) for a 2-piece molecular cluster, C8H8N2O5 overall.

Element x y z (Å)
C  -2.980  1.162  -0.029
C  -2.178  1.621  -1.067
C  -2.461  0.565  1.144
C  -0.785  1.127  -1.123
C  -1.150  0.186  1.092
C  -0.443  0.532  -0.012
C  0.982  -2.593  -0.095
C  1.702  -0.282  0.197
N  1.949  0.710  1.194
N  2.274  -0.110  -1.113
O  2.346  1.822  0.893
O  1.635  0.278  2.300
O  2.379  1.011  -1.575
O  2.591  -1.123  -1.710
O  1.564  -1.530  0.722
H  -4.061  1.375  -0.088
H  -2.410  2.234  -1.923
H  -3.078  0.289  2.013
H  0.156  1.339  -1.752
H  -0.640  -0.155  2.012
H  1.856  -3.347  -0.400
H  0.628  -2.020  -1.073
H  0.125  -3.091  0.391

Frontier orbital gap (spin up / spin down) ... 8.38 / 8.38 eV
Energy above the lowest of the compared OMol25 structures with the same formula, charge and spin ... 952.3 kJ/mol
LUMO (spin up / spin down) ... -1.32 / -1.32 eV

Density functional theory data (ωB97M-V with the def2-TZVPD basis set) for one molecule with the formula C30H28N2O3.

Element x y z (Å)
C  -2.490  -4.757  0.370
C  -1.392  -4.000  -0.372
O  -1.898  -2.953  -1.172
C  -2.481  -3.226  -2.382
C  -2.578  -4.472  -2.976
C  -3.178  -4.606  -4.221
C  -3.684  -3.501  -4.876
C  -3.594  -2.246  -4.296
C  -2.997  -2.097  -3.054
N  -2.858  -0.875  -2.395
C  -3.210  0.370  -2.806
O  -3.768  0.621  -3.858
C  -2.878  1.448  -1.821
C  -3.638  2.613  -1.871
C  -3.378  3.649  -0.994
C  -2.363  3.533  -0.063
C  -1.590  2.374  -0.012
N  -0.563  2.312  0.939
C  0.172  1.229  1.332
O  0.042  0.115  0.880
C  1.159  1.559  2.442
C  2.398  0.654  2.375
C  3.153  0.768  3.679
C  3.032  -0.206  4.660
C  3.706  -0.083  5.863
C  4.507  1.021  6.099
C  4.632  1.999  5.127
C  3.959  1.874  3.925
C  3.314  0.941  1.207
C  4.522  0.251  1.147
C  5.412  0.460  0.112
C  5.109  1.365  -0.892
C  3.908  2.049  -0.849
C  3.018  1.840  0.193
C  -1.842  1.335  -0.900
H  -3.175  -5.231  -0.329
H  -3.057  -4.068  0.992
H  -2.045  -5.520  1.003
H  -0.782  -4.685  -0.974
H  -0.738  -3.494  0.344
H  -2.186  -5.350  -2.487
H  -3.244  -5.585  -4.670
H  -4.151  -3.609  -5.842
H  -3.981  -1.375  -4.797
H  -2.416  -0.973  -1.490
H  -4.424  2.685  -2.606
H  -3.968  4.552  -1.031
H  -2.161  4.343  0.624
H  -0.419  3.173  1.449
H  0.649  1.367  3.391
H  1.451  2.610  2.424
H  2.034  -0.375  2.262
H  2.409  -1.071  4.479
H  3.605  -0.850  6.616
H  5.035  1.117  7.036
H  5.258  2.861  5.305
H  4.067  2.633  3.164
H  4.763  -0.456  1.928
H  6.345  -0.084  0.086
H  5.801  1.532  -1.703
H  3.657  2.752  -1.630
H  2.087  2.386  0.190
H  -1.205  0.467  -0.867

SMILES string ... CCOc1ccccc1NC(=O)c1cccc(NC(=O)CC(c2ccccc2)c2ccccc2)c1
Frontier orbital gap ... 8.47 eV
Energy above the lowest of the compared OMol25 structures with the same formula, charge and spin ... 0.0 kJ/mol
LUMO ... 0.50 eV

Density functional theory data (ωB97M-V with the def2-TZVPD basis set) for C45H39BBrN10OsS as an isolated structure.

Element x y z (Å)
Os  0.385  0.171  -0.078
C  3.410  4.572  1.072
C  2.902  3.452  0.235
C  3.211  3.123  -1.082
C  2.400  2.034  -1.406
N  1.682  1.727  -0.330
N  1.975  2.574  0.679
B  1.007  2.585  1.894
N  1.008  1.220  2.615
N  0.801  0.061  1.932
C  0.740  -0.942  2.830
C  0.885  -0.398  4.105
C  1.061  0.968  3.936
C  1.297  2.017  4.964
C  0.619  -2.382  2.555
C  1.628  -3.089  1.903
C  1.542  -4.464  1.768
C  0.457  -5.152  2.302
C  -0.526  -4.460  2.993
C  -0.445  -3.081  3.124
N  -0.391  2.752  1.253
N  -0.674  2.038  0.119
C  -1.794  2.584  -0.421
C  -2.246  3.592  0.421
C  -1.326  3.692  1.450
C  -1.264  4.672  2.567
C  -2.387  2.269  -1.727
C  -3.771  2.130  -1.839
C  -4.348  1.882  -3.072
C  -3.553  1.786  -4.209
C  -2.183  1.988  -4.114
C  -1.605  2.246  -2.878
C  2.255  1.212  -2.603
C  3.252  1.163  -3.575
C  3.103  0.349  -4.689
C  1.960  -0.423  -4.851
C  0.953  -0.385  -3.892
C  1.112  0.429  -2.786
H  4.186  5.111  0.535
H  2.609  5.273  1.308
H  3.827  4.209  2.011
H  3.903  3.640  -1.725
H  1.257  3.464  2.646
H  0.933  -0.950  5.028
H  1.315  1.559  5.949
H  2.249  2.522  4.803
H  0.511  2.771  4.950
H  2.518  -2.572  1.561
H  2.345  -5.011  1.289
H  0.401  -6.229  2.214
H  -1.350  -4.995  3.446
H  -1.204  -2.546  3.682
H  -3.083  4.245  0.240
H  -2.157  5.292  2.561
H  -1.201  4.172  3.533
H  -0.397  5.326  2.468
H  -4.394  2.198  -0.955
H  -5.422  1.776  -3.154
H  -4.009  1.603  -5.173
H  -1.572  1.996  -5.008
H  -0.567  2.534  -2.817
H  4.150  1.756  -3.460
H  3.881  0.324  -5.440
H  1.842  -1.038  -5.733
H  0.041  -0.952  -4.028
H  0.240  0.509  -2.104
N  1.041  -3.645  -1.736
C  -0.216  -4.054  -1.326
C  -0.870  -5.261  -1.543
C  -2.060  -5.440  -0.876
C  -2.549  -4.458  -0.003
C  -1.900  -3.259  0.196
C  -0.720  -3.027  -0.518
N  0.228  -1.976  -0.520
C  1.271  -2.448  -1.209
C  2.531  -1.765  -1.030
C  3.822  -2.116  -1.248
S  4.860  -1.050  -0.404
C  3.533  -0.176  0.162
N  2.378  -0.647  -0.243
H  1.695  -4.188  -2.280
H  -0.454  -6.026  -2.185
H  -2.611  -6.361  -1.003
H  -3.457  -4.658  0.550
H  -2.284  -2.561  0.917
H  4.213  -2.949  -1.811
H  3.638  0.700  0.784
Br  -6.196  -0.858  0.908
C  -4.368  -0.624  0.653
C  -3.549  -0.227  1.712
C  -2.206  -0.052  1.490
N  -1.649  -0.257  0.278
C  -2.443  -0.611  -0.744
C  -3.797  -0.824  -0.594
H  -3.956  -0.059  2.699
H  -1.548  0.252  2.290
H  -1.974  -0.749  -1.709
H  -4.388  -1.124  -1.447

Frontier orbital gap ... 7.19 eV
Charge ... +3
LUMO ... -8.80 eV

Density functional theory data (ωB97M-V with the def2-TZVPD basis set) for C20H21N2NbO7S as an isolated structure.

Element x y z (Å)
Nb  -0.598  -0.614  -0.985
O  -1.410  0.956  -0.297
C  -2.677  1.386  -0.002
C  -2.874  2.733  -0.060
C  -4.006  3.269  0.575
C  -4.909  2.441  1.264
C  -4.718  1.056  1.266
C  -3.537  0.486  0.629
C  -3.058  -0.812  0.855
N  -2.212  -1.521  0.010
C  -2.325  -2.852  0.352
C  -3.045  -2.989  1.460
N  -3.535  -1.729  1.795
H  -2.146  3.316  -0.612
H  -4.106  4.359  0.644
H  -5.668  2.935  1.806
H  -5.483  0.451  1.746
H  -1.851  -3.659  -0.291
H  -3.403  -3.887  2.055
H  -4.189  -1.441  2.561
C  0.717  -3.629  -3.996
C  0.712  -2.165  -3.527
C  1.822  -1.265  -4.027
O  0.692  -2.142  -2.101
C  -0.648  -1.596  -3.867
O  -1.340  -1.843  -4.815
O  -1.151  -0.729  -2.836
H  1.689  -4.128  -3.823
H  0.458  -3.625  -5.012
H  -0.048  -4.118  -3.428
H  2.800  -1.658  -3.738
H  1.783  -0.172  -3.627
H  1.699  -1.251  -5.103
H  1.414  -2.695  -1.680
C  4.245  3.307  4.057
C  3.611  2.325  3.085
C  2.267  2.412  2.805
C  1.679  1.480  1.848
C  2.553  0.711  1.124
C  3.917  0.519  1.492
C  4.413  1.291  2.547
S  1.958  -0.151  -0.229
O  0.801  -1.080  0.365
O  3.039  -0.823  -0.883
O  1.214  0.808  -1.148
H  4.289  2.828  5.030
H  3.598  4.175  4.115
H  5.211  3.556  3.707
H  1.729  3.195  3.309
H  0.626  1.336  1.832
H  4.582  -0.052  0.840
H  5.416  1.295  2.912

Frontier orbital gap ... 6.14 eV
Charge ... +2
Energy above the lowest of the compared OMol25 structures with the same formula, charge and spin ... 36.4 kJ/mol
LUMO ... -8.73 eV

Number 1: largest force on an atom 17.12 eV/A. Number 2: largest force on an atom 1.18 eV/A. Number 3: largest force on an atom 4.54 eV/A. Number 4: largest force on an atom 0.56 eV/A. Number 5: largest force on an atom 0.60 eV/A. Number 6: largest force on an atom 3.84 eV/A.